Record 1
Density functional theory data (wB97M-V/def2-TZVPD) for a structure of composition C28H35MoN5P2Se in a non-equilibrium geometry.

Positions of all 72 atoms, in Å:
Mo -0.0470 -1.5965 0.6820
C -0.5441 1.2637 4.8510
C -1.3489 1.0123 3.7247
C -1.4021 1.7586 2.4751
C -0.1456 1.7165 1.4946
C 1.1786 1.9972 2.0799
C 1.3734 2.3987 3.3506
C 0.4659 3.3907 4.0861
C -0.3701 2.7555 5.1853
C 0.1579 -3.5801 1.3957
H -0.8010 0.6799 5.7474
H -1.9948 0.1281 3.7685
H -1.6952 2.8182 2.5686
H -2.2295 1.2774 1.9159
H -0.1519 0.6446 1.0930
H -0.3795 2.3414 0.6190
H 2.0247 1.7541 1.4339
H 2.3921 2.3903 3.7564
H -0.1535 3.9512 3.3695
H 1.1010 4.1501 4.5622
H 0.1221 2.8951 6.1522
H -1.3383 3.2737 5.2457
H 0.1935 -3.2334 2.4626
H 1.1119 -4.0519 1.1128
H -0.6784 -4.2841 1.2952
P 1.7223 -1.1759 -0.7103
P -1.8750 -0.6497 -0.6140
N 3.0968 -0.1489 -0.9789
N 2.3890 -2.5207 -1.7414
N -2.0457 1.1579 -1.3185
N -3.5164 -1.0007 -1.3727
C 0.5578 -0.4206 -1.9042
C -0.7378 -1.2450 -1.9519
C 4.1911 0.0576 -0.1309
C 5.1016 0.8956 -0.7806
C 4.5509 1.2178 -2.0688
C 3.3419 0.5406 -2.1775
C 2.5412 -3.8490 -1.3549
C 2.9789 -4.5893 -2.4608
C 3.0791 -3.6771 -3.5694
C 2.6758 -2.4273 -3.1045
C -2.3678 2.3565 -0.6782
C -2.4668 3.3880 -1.6140
C -2.1222 2.8206 -2.8749
C -1.8942 1.4606 -2.6784
C -4.3443 -0.2751 -2.2409
C -5.3554 -1.0977 -2.7311
C -5.1640 -2.3929 -2.1321
C -4.0171 -2.3079 -1.3294
H 0.9406 -0.3297 -2.9265
H 0.3649 0.5970 -1.5389
H -1.2212 -1.1912 -2.9395
H -0.5372 -2.3193 -1.7551
H 4.2152 -0.3996 0.8419
H 6.0408 1.2407 -0.4039
H 4.9593 1.8564 -2.8227
H 2.6574 0.5201 -3.0017
H 2.3085 -4.1561 -0.3488
H 3.1811 -5.6413 -2.4738
H 3.4031 -3.9026 -4.5696
H 2.5310 -1.5089 -3.6511
H -2.5463 2.3875 0.3883
H -2.7601 4.4088 -1.4012
H -2.0678 3.3383 -3.8173
H -1.6730 0.7026 -3.4185
H -4.1897 0.7726 -2.4449
H -6.1287 -0.8106 -3.4315
H -5.7755 -3.2617 -2.2783
H -3.5285 -3.0401 -0.7149
Se 1.3489 0.3765 4.8985
C 0.8338 -0.6505 3.4939
N 0.4826 -0.9576 2.4063

Properties
frontier orbital gap (spin up / spin down): 4.49 / 4.90 eV
net charge: +2
ΔE to the lowest compared entry with this formula, charge and spin: 51.3 kcal/mol
⟨S²⟩: 2.2501
spin multiplicity: 3


Record 2
Density functional theory data (wB97M-V/def2-TZVPD) for a structure of composition C28H35NO6Pt in a non-equilibrium geometry.

Positions of all 71 atoms, in Å:
C 3.6405 -2.7838 -4.6565
C 2.7977 -1.4854 -4.8278
C 4.2899 -2.7341 -3.2527
C 4.2592 -1.2729 -2.8103
H 5.2915 -3.1780 -3.2958
H 3.6266 -3.2936 -2.5781
C 2.9976 -0.7011 -3.5249
H 1.7477 -1.7330 -5.0499
H 3.2109 -0.8934 -5.6599
C 1.9100 -0.9998 -2.4839
H 3.0423 0.3844 -3.7154
H 5.1801 -0.7531 -3.1013
C 3.9089 -1.1859 -1.3213
C 2.8901 -4.0948 -4.8006
C 4.7045 -3.0484 -5.7218
O 5.8613 -3.2576 -5.4018
O 1.6866 -4.2532 -4.9273
O 3.7908 -5.0989 -4.8200
O 4.3499 -3.1011 -7.0220
C 3.0056 -2.9852 -7.5700
H 2.4142 -2.1652 -7.1315
H 2.4711 -3.9417 -7.4648
H 3.1889 -2.7803 -8.6293
C 3.2579 -6.3861 -5.1255
H 2.5508 -6.7230 -4.3583
H 4.1237 -7.0433 -5.1600
H 2.7619 -6.3604 -6.1034
O 2.5291 -1.5383 -1.2978
H 1.1571 -1.7371 -2.8076
H 1.3586 -0.0815 -2.2018
C 4.0863 0.2435 -0.8118
C 4.6675 -2.1587 -0.4229
H 5.7107 -2.2391 -0.7492
H 4.2136 -3.1546 -0.4146
H 4.6396 -1.7515 0.5934
H 3.5650 0.3291 0.1480
H 3.6611 0.9959 -1.4923
H 5.1495 0.4698 -0.6552
Pt -1.3498 0.5108 1.0768
C -0.7441 2.3806 0.3522
C 0.2988 2.2844 -0.6431
C -0.2515 1.7685 -1.8355
H 1.3135 2.6418 -0.5068
C -1.6340 1.5376 -1.6727
C -2.0169 1.9331 -0.3307
H -2.9928 2.3033 -0.0123
H -0.7444 3.0665 1.1921
H 0.2950 1.6960 -2.7758
H -2.3340 1.1995 -2.4348
C -0.6561 -1.6165 1.6384
C -2.1077 -1.4685 1.4335
C -2.3141 -1.4078 -0.0156
H -2.8600 -1.6111 2.2066
C -1.0759 -1.7762 -0.6397
C -0.0752 -1.8760 0.3428
H 0.9499 -2.1970 0.1762
H -0.2085 -1.8310 2.6047
H -3.2805 -1.3189 -0.5097
H -0.9509 -2.0377 -1.6868
O 0.6067 0.5962 1.8149
N 0.7214 0.9961 3.0990
C 1.9870 1.0103 3.5984
C 2.1696 1.3709 4.9274
C 1.0636 1.6870 5.7181
C -0.2112 1.6539 5.1582
C -0.3686 1.3274 3.8167
H 2.7743 0.7170 2.9049
H 3.1803 1.3910 5.3227
H 1.2135 1.9477 6.7672
H -1.1024 1.8789 5.7336
H -1.3520 1.2924 3.3218

Properties
frontier orbital gap (spin up / spin down): 2.13 / 5.85 eV
net charge: -1
⟨S²⟩: 8.7964
spin multiplicity: 6


Record 3
Density functional theory data (wB97M-V/def2-TZVPD) for a structure of composition C28H36As2SiTm in a non-equilibrium geometry.

Positions of all 68 atoms, in Å:
C 0.7229 2.5501 2.7693
C 1.1268 3.0027 1.4746
C -0.0629 3.2427 0.7002
H 2.1552 3.1988 1.1572
C -1.1997 2.9488 1.5234
C -0.7162 2.5037 2.7981
H -1.3208 2.3521 3.6866
H 1.3686 2.4263 3.6423
H -0.1006 3.6493 -0.3038
H -2.2561 3.0669 1.2522
Tm -0.0115 0.9092 1.1403
C -0.5858 0.0753 -1.0995
H -1.4916 0.4818 -1.5564
H -0.6057 -0.9680 -0.7661
H 0.3559 0.4531 -1.5429
Si -0.5265 -0.7645 -4.0382
C 1.1559 -0.6665 -4.7756
C 1.8596 0.5427 -4.6216
H 1.3797 1.3981 -4.1310
C 3.1792 0.6497 -5.0834
H 3.7195 1.5832 -4.9357
C 3.7936 -0.4361 -5.7250
H 4.8231 -0.3440 -6.0836
C 3.0799 -1.6315 -5.9047
H 3.5648 -2.4711 -6.4042
C 1.7639 -1.7536 -5.4389
H 1.2048 -2.6827 -5.5817
C -1.6054 0.5627 -4.7403
C -1.3803 1.1496 -6.0064
H -0.6000 0.7530 -6.6669
C -2.1393 2.2584 -6.4085
H -1.9250 2.7427 -7.3595
C -3.1538 2.7601 -5.5822
H -3.7190 3.6468 -5.8806
C -3.4341 2.1240 -4.3660
H -4.2212 2.5064 -3.7181
C -2.6951 1.0041 -3.9638
H -2.9400 0.4834 -3.0305
H -0.4419 -1.0526 -2.5995
H -1.1665 -2.0703 -4.3561
C 2.4653 -2.6499 2.3977
As 1.7044 -0.8718 2.6509
C 3.2775 0.0388 3.3454
C 0.8179 -1.2908 4.3768
C 1.5597 -1.7303 5.4651
C 0.9138 -2.0478 6.6746
C -0.4748 -1.9295 6.7754
C -1.2325 -1.5016 5.6714
C -0.5943 -1.1848 4.4791
As -1.6435 -0.6061 2.8805
C -3.2864 -0.0755 3.7617
C -2.1857 -2.3576 2.2357
H 2.9990 -2.6244 1.4419
H 1.6505 -3.3805 2.3542
H 3.1488 -2.8920 3.2181
H 2.9646 0.9673 3.8288
H 3.8178 -0.6099 4.0431
H 3.8853 0.2612 2.4619
H 2.6412 -1.8335 5.4016
H 1.4938 -2.3905 7.5302
H -0.9823 -2.1669 7.7103
H -2.3181 -1.4192 5.7592
H -3.0404 0.5850 4.5970
H -3.8716 0.4583 3.0060
H -3.8221 -0.9681 4.1052
H -1.2815 -2.9458 2.0338
H -2.7553 -2.1900 1.3156
H -2.8055 -2.8285 3.0049

Properties
frontier orbital gap (spin up / spin down): 5.97 / 6.00 eV
net charge: +1
ΔE to the lowest compared entry with this formula, charge and spin: 0.0 kcal/mol
⟨S²⟩: 2.0030
spin multiplicity: 3